Entry 1:
DFT (wB97M-V/def2-TZVPD) results for 2 unconnected molecules or ions with the total composition CH5N3S in a non-equilibrium geometry.

The geometry in XYZ format:
```
10
Properties=species:S:1:pos:R:3
C 1.349 0.946 0.514
N -1.433 0.531 -0.392
N -0.329 -1.395 0.070
N -0.874 -0.274 0.509
S 2.161 -0.194 -0.245
H 1.710 1.921 0.989
H -0.873 0.380 -1.310
H -1.647 1.479 -0.215
H 0.293 -1.263 -0.640
H -0.358 -2.132 0.720
```

ΔE to the lowest compared entry with this formula, charge and spin (kcal/mol): 130.1
E_LUMO (alpha / beta) (eV): 0.0364 / 0.0685

Atomic partial charges in e from the Mulliken method, atoms 1 to 2: number 1, C, carries -0.213; number 2, N, carries -0.275

---

Entry 2:
DFT (wB97M-V/def2-TZVPD) results for a single CH5N3S2 molecule in a non-equilibrium geometry.

The geometry in XYZ format:
```
11
Properties=species:S:1:pos:R:3
N -1.487 -0.909 -0.100
N -1.028 0.417 0.034
C 0.278 0.736 -0.138
S 0.791 2.306 -0.116
N 1.083 -0.370 -0.159
S 2.761 -0.402 -0.117
H -1.905 -1.041 -1.035
H -2.194 -1.079 0.567
H -1.743 1.091 0.017
H 0.556 -1.232 0.192
H 2.887 0.484 0.855
```

ΔE to the lowest compared entry with this formula, charge and spin (kcal/mol): 8.8
SMILES string: NNC(=S)NS
E_LUMO (eV): 0.4974

Atomic partial charges in e from the Mulliken method, atoms 1 to 2: number 1, N, carries -0.588; number 2, N, carries -0.031

---

Entry 3:
DFT (wB97M-V/def2-TZVPD) results for a gas-phase ion, CH5N4OS (charge -1) in a non-equilibrium geometry.

The geometry in XYZ format:
```
12
Properties=species:S:1:pos:R:3
N 1.336 -0.414 -0.295
C -0.120 -0.140 -0.231
N -0.742 -0.446 -1.394
O -0.106 -0.845 -2.430
N -0.747 0.191 0.963
N 0.040 1.015 1.737
S -2.356 0.201 1.280
H 1.595 -0.244 -1.292
H 1.486 -1.417 -0.186
H -1.699 0.077 -1.642
H 0.621 0.527 2.433
H 0.691 1.494 1.057
```

ΔE to the lowest compared entry with this formula, charge and spin (kcal/mol): 5.4
SMILES string: N/C(N[O-])=[N+](\N)[S-]
Charge: -1
E_LUMO (eV): 4.0690

Atomic partial charges in e from the Mulliken method, atoms 1 to 2: number 1, N, carries -0.651; number 2, C, carries 0.099

---

Entry 4:
DFT (wB97M-V/def2-TZVPD) results for a single CH5N7 molecule in a non-equilibrium geometry.

The geometry in XYZ format:
```
13
Properties=species:S:1:pos:R:3
N 2.445 -0.043 0.147
N 1.386 -1.086 -0.158
C 0.216 -0.521 -0.138
N -0.902 -1.324 -0.085
N -2.080 -0.590 0.056
N -1.723 0.639 0.171
N -0.380 0.688 -0.040
N 0.103 1.974 -0.065
H 3.399 -0.481 -0.447
H 2.884 -0.062 1.153
H -0.915 -2.241 0.419
H 0.447 2.071 -1.076
H 0.942 2.050 0.587
```

ΔE to the lowest compared entry with this formula, charge and spin (kcal/mol): 18.2
SMILES string: N/N=c1/[nH]nnn1N
E_LUMO (eV): 0.8071

Atomic partial charges in e from the Mulliken method, atoms 1 to 2: number 1, N, carries -0.566; number 2, N, carries -0.520

---

Entry 5:
DFT (wB97M-V/def2-TZVPD) results for 2 unconnected molecules or ions with the total composition CH5NO2 in a non-equilibrium geometry.

The geometry in XYZ format:
```
9
Properties=species:S:1:pos:R:3
C -0.813 0.200 -0.033
N -0.119 -0.623 -0.836
O 1.406 -0.454 0.576
O -0.873 1.539 -0.377
H 2.302 -0.744 0.824
H -0.050 1.752 -0.844
H -0.208 -1.594 -0.547
H -1.776 -0.126 0.371
H 0.131 0.050 0.866
```

ΔE to the lowest compared entry with this formula, charge and spin (kcal/mol): 120.0
E_LUMO (alpha / beta) (eV): -0.8678 / -0.8685

Atomic partial charges in e from the Mulliken method, atoms 1 to 2: number 1, C, carries -0.086; number 2, N, carries -0.397

---

Entry 6:
DFT (wB97M-V/def2-TZVPD) results for 2 unconnected molecules or ions with the total composition CH5NO2 in a non-equilibrium geometry.

The geometry in XYZ format:
```
9
Properties=species:S:1:pos:R:3
C 1.442 -0.714 -1.312
O 0.737 -1.611 -1.670
H 1.057 -0.118 -0.485
H 2.512 -0.386 -1.646
N -1.374 0.895 1.385
O -0.888 -0.173 0.624
H -1.156 1.693 0.817
H -0.699 0.955 2.110
H -1.631 -0.542 0.177
```

ΔE to the lowest compared entry with this formula, charge and spin (kcal/mol): 80.6
SMILES string: C=O.NO
E_LUMO (eV): 0.9484

Atomic partial charges in e from the Mulliken method, atoms 1 to 2: number 1, C, carries 0.063; number 2, O, carries -0.393

---

Entry 7:
DFT (wB97M-V/def2-TZVPD) results for 2 unconnected molecules or ions with the total composition CH5NO2S in a non-equilibrium geometry.

The geometry in XYZ format:
```
10
Properties=species:S:1:pos:R:3
C -0.119 1.094 0.845
N -0.969 1.038 -0.077
O -1.763 0.051 -0.344
O -1.574 -1.210 0.459
H 0.217 0.237 1.522
H 0.322 2.120 0.884
H -2.261 -1.236 1.159
S 2.265 -1.080 -1.886
H 2.236 -1.158 -0.596
H 1.647 0.142 -1.965
```

ΔE to the lowest compared entry with this formula, charge and spin (kcal/mol): 131.0
SMILES string: C=NOO.S
E_LUMO (eV): 0.5115

Atomic partial charges in e from the Mulliken method, atoms 1 to 2: number 1, C, carries -0.309; number 2, N, carries -0.121

---

Entry 8:
DFT (wB97M-V/def2-TZVPD) results for 2 unconnected molecules or ions with the total composition CH5NO2S in a non-equilibrium geometry.

The geometry in XYZ format:
```
10
Properties=species:S:1:pos:R:3
C 1.461 -1.352 0.273
N -2.695 0.896 0.990
O -1.907 0.471 -1.361
O -2.732 -1.463 -0.148
S -1.932 -0.264 -0.127
H 1.208 -1.015 -0.755
H 1.972 -0.550 0.939
H 1.360 -2.382 0.577
H -2.057 1.705 1.146
H -3.092 0.405 1.775
```

ΔE to the lowest compared entry with this formula, charge and spin (kcal/mol): 106.2
E_LUMO (alpha / beta) (eV): -2.4619 / -0.2544

Atomic partial charges in e from the Mulliken method, atoms 1 to 2: number 1, C, carries -0.888; number 2, N, carries -0.503